Model A:
Here is a molecular structure, C20H40O40S10 from the Open Molecules 2025 dataset. Energies are from ωB97M-V with the def2-TZVPD basis set.

Results
- frontier orbital gap (eV) = 10.524
- HOMO energy (eV) = -10.9745
- LUMO level (eV) = -0.5

```
110
Properties=species:S:1:pos:R:3:lowdin_charge:R:1
C -4.198 -1.983 0.425 -0.150
C -3.461 -2.905 -0.540 -0.110
O -2.718 -3.817 0.304 -0.194
S -3.329 -3.880 1.758 0.573
O -2.229 -4.021 2.631 -0.214
O -4.433 -4.764 1.803 -0.198
O -3.868 -2.374 1.770 -0.196
H -5.280 -2.054 0.302 0.133
H -3.989 -0.919 0.349 0.118
H -2.749 -2.497 -1.248 0.130
H -4.184 -3.555 -1.035 0.132
C -2.217 -1.317 6.455 -0.133
C -1.512 -1.990 5.297 -0.156
O -1.569 -3.370 5.672 -0.207
S -1.291 -3.517 7.220 0.579
O 0.110 -3.540 7.421 -0.209
O -2.121 -4.509 7.776 -0.201
O -1.757 -2.029 7.618 -0.187
H -3.295 -1.466 6.420 0.138
H -1.887 -0.287 6.562 0.117
H -0.469 -1.743 5.120 0.104
H -2.070 -1.883 4.369 0.125
C 4.797 -1.384 2.626 -0.169
C 5.888 -0.467 2.089 -0.120
O 6.133 -0.999 0.760 -0.201
S 5.748 -2.529 0.621 0.576
O 6.893 -3.352 0.611 -0.212
O 4.777 -2.654 -0.398 -0.217
O 5.040 -2.664 2.054 -0.185
H 3.804 -1.036 2.339 0.124
H 4.863 -1.482 3.706 0.138
H 6.816 -0.570 2.648 0.132
H 5.549 0.546 1.905 0.133
C -1.971 0.679 -5.895 -0.151
C -1.672 -0.815 -5.953 -0.149
O -0.649 -0.891 -6.938 -0.174
S -0.985 0.085 -8.134 0.571
O -1.994 -0.474 -8.945 -0.209
O 0.179 0.565 -8.752 -0.206
O -1.683 1.200 -7.211 -0.197
H -1.313 1.168 -5.181 0.094
H -2.999 0.937 -5.664 0.123
H -2.540 -1.425 -6.201 0.134
H -1.291 -1.146 -4.990 0.121
C -1.683 5.038 -4.271 -0.143
C -1.866 3.960 -3.188 -0.143
O -3.300 3.790 -3.040 -0.183
S -3.939 4.261 -4.431 0.588
O -5.279 4.612 -4.250 -0.186
O -3.524 3.363 -5.452 -0.214
O -3.031 5.563 -4.434 -0.180
H -1.286 4.736 -5.240 0.126
H -1.112 5.934 -4.043 0.120
H -1.583 4.181 -2.159 0.120
H -1.325 3.040 -3.414 0.102
C -0.288 -6.247 4.517 -0.148
C 0.339 -6.819 3.259 -0.144
O 1.151 -5.789 2.695 -0.172
S 1.294 -4.515 3.631 0.583
O 0.576 -3.425 3.071 -0.236
O 2.661 -4.296 3.928 -0.203
O 0.518 -5.126 4.868 -0.194
H -0.238 -6.976 5.325 0.139
H -1.330 -5.931 4.457 0.123
H -0.314 -7.297 2.532 0.135
H 1.038 -7.623 3.512 0.131
C 1.125 2.473 -5.458 -0.116
C 2.367 1.723 -5.942 -0.111
O 2.389 0.506 -5.177 -0.166
S 1.661 0.692 -3.775 0.563
O 2.509 1.162 -2.750 -0.200
O 0.921 -0.501 -3.605 -0.214
O 0.699 1.880 -4.201 -0.239
H 0.223 2.547 -6.057 0.121
H 1.486 3.445 -5.129 0.097
H 3.273 2.273 -5.701 0.131
H 2.292 1.487 -6.999 0.131
C -0.561 2.575 5.036 -0.150
C 0.043 2.069 6.364 -0.143
O 0.913 1.001 5.993 -0.184
S 1.091 0.839 4.415 0.583
O 1.036 -0.493 3.966 -0.207
O 2.158 1.663 3.992 -0.202
O -0.346 1.492 4.138 -0.208
H -0.079 3.489 4.695 0.131
H -1.638 2.698 5.100 0.134
H -0.694 1.805 7.116 0.125
H 0.696 2.847 6.761 0.132
C 0.118 -1.204 0.478 -0.106
C -0.961 -0.372 1.161 -0.142
O -1.806 0.162 0.124 -0.192
S -0.876 0.386 -1.158 0.548
O -0.205 1.617 -0.953 -0.217
O -1.576 0.256 -2.372 -0.207
O 0.063 -0.841 -0.916 -0.173
H -0.164 -2.256 0.553 0.126
H 1.132 -1.146 0.859 0.137
H -0.551 0.501 1.671 0.113
H -1.529 -0.981 1.857 0.123
C 2.510 4.976 -1.149 -0.153
C 1.126 4.599 -1.717 -0.130
O 0.932 5.505 -2.835 -0.225
S 2.368 5.932 -3.392 0.603
O 2.325 7.157 -4.080 -0.183
O 2.991 4.801 -3.997 -0.221
O 2.941 6.100 -1.914 -0.177
H 3.279 4.205 -1.246 0.131
H 2.501 5.128 -0.071 0.133
H 0.341 4.921 -1.042 0.132
H 1.127 3.571 -2.066 0.101
```

***

Model B:
Here is 10 unconnected molecules or ions with the total composition C20H40O40S10 from the Open Molecules 2025 dataset. Energies are from ωB97M-V with the def2-TZVPD basis set.

Results
- frontier orbital gap (eV) = 9.979
- HOMO energy (eV) = -10.2599
- LUMO level (eV) = -0.3
- SMILES = O=S1(=O)OCCO1.O=S1(=O)OCCO1.O=S1(=O)OCCO1.O=S1(=O)OCCO1.O=S1(=O)OCCO1.O=S1(=O)OCCO1.O=S1(=O)OCCO1.O=S1(=O)OCCO1.O=S1(=O)OCCO1.O=S1(=O)OCCO1

```
110
Properties=species:S:1:pos:R:3:lowdin_charge:R:1
C 5.108 -1.670 4.884 -0.199
C 4.436 -2.964 5.399 -0.152
O 3.185 -3.070 4.724 -0.204
S 3.219 -2.262 3.308 0.695
O 1.945 -1.678 3.041 -0.218
O 3.897 -3.039 2.316 -0.203
O 4.274 -1.145 3.918 -0.181
H 6.158 -1.857 4.642 0.135
H 5.181 -0.966 5.722 0.130
H 4.140 -2.953 6.446 0.131
H 4.997 -3.853 5.103 0.131
C -1.502 -0.209 0.506 -0.161
C -0.288 -1.115 0.871 -0.146
O 0.654 -0.722 -0.148 -0.228
S -0.093 -0.595 -1.583 0.647
O -0.201 -1.846 -2.252 -0.211
O 0.371 0.584 -2.240 -0.220
O -1.579 -0.270 -0.916 -0.212
H -1.174 0.781 0.827 0.115
H -2.431 -0.526 0.966 0.127
H -0.484 -2.121 0.491 0.135
H 0.069 -0.962 1.878 0.080
C 2.481 -3.844 -0.709 -0.142
C 3.022 -2.583 -1.484 -0.162
O 4.201 -3.087 -2.063 -0.200
S 4.968 -4.122 -1.103 0.653
O 5.642 -3.474 -0.016 -0.228
O 5.637 -5.056 -1.954 -0.222
O 3.568 -4.760 -0.563 -0.198
H 1.635 -4.349 -1.162 0.128
H 2.253 -3.434 0.278 0.101
H 3.234 -1.682 -0.908 0.112
H 2.336 -2.366 -2.300 0.107
C -1.236 2.995 -2.606 -0.158
C -2.250 3.920 -3.298 -0.189
O -1.548 4.807 -4.141 -0.174
S 0.043 4.661 -3.856 0.656
O 0.602 5.961 -3.619 -0.219
O 0.610 3.765 -4.828 -0.235
O -0.175 3.976 -2.409 -0.185
H -0.903 2.224 -3.295 0.073
H -1.542 2.510 -1.687 0.129
H -2.827 4.503 -2.577 0.132
H -2.967 3.279 -3.819 0.117
C 1.797 2.152 1.226 -0.165
C 2.492 1.523 2.428 -0.179
O 3.717 1.002 1.932 -0.192
S 4.093 1.707 0.495 0.652
O 3.855 0.778 -0.554 -0.215
O 5.361 2.349 0.643 -0.214
O 2.899 2.780 0.553 -0.179
H 1.015 2.877 1.445 0.128
H 1.303 1.477 0.521 0.104
H 1.897 0.691 2.795 0.090
H 2.626 2.303 3.178 0.137
C 2.719 0.187 -4.761 -0.177
C 3.218 0.660 -6.157 -0.113
O 4.434 -0.107 -6.363 -0.213
S 5.054 -0.679 -4.998 0.663
O 5.780 0.333 -4.258 -0.232
O 5.651 -1.963 -5.149 -0.209
O 3.551 -0.872 -4.341 -0.203
H 1.749 -0.280 -4.936 0.113
H 2.673 0.970 -4.007 0.130
H 3.394 1.731 -6.172 0.131
H 2.621 0.248 -6.965 0.116
C -3.103 1.551 4.824 -0.191
C -2.321 1.524 6.141 -0.119
O -0.964 1.779 5.720 -0.187
S -0.841 2.237 4.196 0.656
O -0.536 1.121 3.346 -0.227
O -0.074 3.432 4.048 -0.203
O -2.439 2.563 4.094 -0.176
H -4.150 1.779 5.019 0.144
H -3.068 0.613 4.272 0.105
H -2.461 0.579 6.655 0.120
H -2.581 2.417 6.705 0.137
C -0.639 1.072 -7.237 -0.152
C -1.985 0.542 -7.680 -0.189
O -2.447 -0.286 -6.628 -0.165
S -1.773 0.204 -5.217 0.651
O -0.918 -0.796 -4.678 -0.217
O -2.862 0.688 -4.406 -0.235
O -0.898 1.394 -5.862 -0.207
H -0.280 1.966 -7.738 0.145
H 0.129 0.297 -7.311 0.124
H -1.922 0.000 -8.624 0.138
H -2.644 1.376 -7.936 0.135
C -5.214 0.416 -0.408 -0.149
C -6.108 1.466 -1.123 -0.161
O -6.560 2.373 -0.134 -0.186
S -6.355 1.766 1.361 0.647
O -7.396 0.825 1.701 -0.237
O -6.111 2.812 2.282 -0.208
O -5.061 0.895 0.923 -0.214
H -4.249 0.405 -0.907 0.118
H -5.707 -0.553 -0.365 0.133
H -6.927 1.030 -1.693 0.132
H -5.523 2.028 -1.852 0.124
C -3.855 -2.212 6.271 -0.180
C -2.957 -3.430 6.576 -0.167
O -1.968 -3.432 5.566 -0.171
S -2.559 -2.711 4.233 0.664
O -3.397 -3.650 3.571 -0.204
O -1.608 -2.053 3.396 -0.203
O -3.396 -1.593 5.085 -0.208
H -3.942 -1.503 7.096 0.126
H -4.900 -2.512 6.145 0.132
H -3.515 -4.360 6.682 0.133
H -2.483 -3.310 7.551 0.131
```

***

Tell me which of them is the most stable. Sure, it is model A.

***

Model A:
Here is 2 unconnected molecules or ions with the total composition C7H9NO2 from the Open Molecules 2025 dataset. Energies are from ωB97M-V with the def2-TZVPD basis set.

Results
- frontier orbital gap (eV) = 10.032
- HOMO energy (eV) = -9.5571
- LUMO level (eV) = 0.5
- SMILES = c1ccncc1.CC(=O)O

```
19
Properties=species:S:1:pos:R:3:lowdin_charge:R:1
C -2.887 -0.253 -0.215 -0.681
C -2.506 1.077 0.117 -0.037
C 2.968 -0.850 -0.296 -0.261
C 1.962 -1.512 0.379 -0.059
C 0.829 -0.683 0.586 -0.081
C 0.962 0.691 0.294 -0.086
C 2.160 1.200 -0.308 -0.125
H -2.327 -1.833 -1.091 0.220
H -3.505 1.535 0.604 0.141
H -1.743 1.127 0.877 0.041
H -2.088 1.972 -0.604 0.159
H 3.845 -1.434 -0.639 0.106
H 2.266 -2.659 0.598 0.155
H -0.132 -0.964 0.962 0.078
H 0.244 1.465 0.614 0.082
H 2.662 2.315 -0.360 0.152
N 3.184 0.366 -0.690 0.032
O -4.040 -0.575 -0.211 0.105
O -1.855 -0.984 -0.617 0.057
```

***

Model B:
Here is C7H9NO2 in the gas phase from the Open Molecules 2025 dataset. Energies are from ωB97M-V with the def2-TZVPD basis set.

Results
- frontier orbital gap (spin up / spin down) (eV) = 8.087 / 8.087
- HOMO energy (spin up / spin down) (eV) = -7.6020 / -7.6023
- LUMO level (spin up / spin down) (eV) = 0.5 / 0.5

```
19
Properties=species:S:1:pos:R:3:lowdin_charge:R:1
C 2.016 -0.443 -0.007 -0.257
C -0.383 0.984 0.800 -0.093
C 0.873 1.618 0.165 -0.162
C 0.206 0.112 -1.333 -0.090
C -1.918 -1.187 -0.238 -0.051
C -0.004 -1.485 0.468 -0.076
C -0.593 -0.237 -0.086 -0.410
N 1.448 0.592 -0.656 -0.076
O 3.044 -0.569 0.559 0.133
O -1.041 -2.294 -0.057 -0.094
H -0.245 0.603 1.862 0.132
H -1.363 1.571 0.775 0.138
H 0.731 2.520 -0.355 0.105
H 1.549 1.906 1.004 0.138
H 0.540 -0.728 -2.110 0.176
H -0.209 0.931 -1.950 0.132
H -2.438 -1.045 0.725 0.129
H -2.412 -1.269 -1.141 0.095
H 0.200 -1.580 1.574 0.131
```

***

Tell me which of them is the most stable. Sure, it is model A.

***

Model A:
Here is 2 unconnected molecules or ions with the total composition C3H5P from the Open Molecules 2025 dataset. Energies are from ωB97M-V with the def2-TZVPD basis set.

Results
- frontier orbital gap (spin up / spin down) (eV) = 7.505 / 7.699
- HOMO energy (spin up / spin down) (eV) = -7.5235 / -7.5687
- LUMO level (spin up / spin down) (eV) = 0.0 / 0.1

```
9
Properties=species:S:1:pos:R:3:lowdin_charge:R:1
C -1.493 -0.169 -0.707 0.008
C -1.245 -0.616 0.536 -0.099
C -0.451 0.534 0.193 -0.145
P 2.131 -0.357 -0.124 0.551
H -2.109 -0.556 -1.411 0.054
H -1.357 -1.330 1.271 0.074
H -0.511 1.522 0.489 0.030
H 2.340 0.467 0.986 -0.271
H 2.694 0.505 -1.234 -0.202
```

***

Model B:
Here is C3H5P in the gas phase from the Open Molecules 2025 dataset. Energies are from ωB97M-V with the def2-TZVPD basis set.

Results
- frontier orbital gap (spin up / spin down) (eV) = 7.985 / 7.960
- HOMO energy (spin up / spin down) (eV) = -8.2268 / -8.0096
- LUMO level (spin up / spin down) (eV) = -0.2 / 0.0

```
9
Properties=species:S:1:pos:R:3:lowdin_charge:R:1
C -0.848 0.635 0.038 -0.539
C 0.584 0.981 -0.049 -0.381
C 0.982 -0.534 0.062 -0.034
P -2.180 -0.297 0.005 0.711
H 0.730 1.507 -1.028 0.109
H 0.987 1.556 0.888 0.130
H 0.965 -0.917 1.173 0.089
H 0.689 -1.210 -0.812 0.066
H -1.909 -1.722 -0.278 -0.151
```

***

Tell me which of them is the most stable. Sure, it is model B.